Formula: C34H60As3CrN3SSeSi
Source: OMol25
Level of theory: ωB97M-V/def2-TZVPD

Geometry as XYZ:
```
104
Properties=species:S:1:pos:R:3:forces:R:3:lowdin_charge:R:1
Cr 10.8643 13.4900 9.2542 -0.6 0.2 0.1 0.02
S 15.3824 14.0213 9.7857 0.4 0.3 -0.1 1.01
C 15.1039 12.3529 10.2028 0.3 0.0 0.6 -0.49
C 16.0412 11.4251 10.6160 0.1 -0.9 -0.3 -0.12
C 15.6449 10.1081 10.9022 -1.1 0.9 -0.2 -0.12
C 14.2617 9.8369 10.8977 0.6 0.4 0.1 -0.11
C 13.3087 10.8017 10.5999 -0.6 -0.3 -0.2 -0.06
C 13.7246 12.0841 10.1933 -0.8 0.3 0.0 -0.34
N 12.9298 13.1298 9.7840 0.4 -0.4 0.3 -0.06
C 13.6878 14.2339 9.4291 -0.6 -1.0 0.0 -0.57
C 13.1418 15.1645 8.5272 0.7 0.8 -0.2 -0.31
C 13.9067 16.2455 7.9806 -0.1 0.0 -0.1 -0.08
C 13.3409 17.0166 6.9679 -0.4 0.0 0.1 -0.15
C 12.0208 16.8215 6.5499 -0.2 -0.1 -0.4 -0.14
C 11.2743 15.7839 7.1498 -0.9 0.1 -0.2 -0.19
C 11.7885 14.9413 8.1238 0.2 0.1 -0.3 -0.27
H 17.0939 11.6630 10.6534 0.1 0.2 0.0 0.09
H 16.3585 9.3370 11.1372 0.1 0.0 0.1 0.07
H 13.9421 8.8667 11.2219 -0.3 -0.4 0.0 0.09
H 12.2239 10.5629 10.6841 1.0 0.3 -0.1 0.08
H 14.9308 16.4784 8.3308 -0.6 -0.3 -0.2 0.08
H 13.9046 17.8005 6.4911 0.3 0.2 0.0 0.07
H 11.5592 17.4319 5.7316 0.6 -0.5 0.9 0.09
H 10.2071 15.6445 6.8731 0.8 0.0 0.1 0.03
C 8.6127 10.3203 12.2718 0.7 -0.6 0.0 -0.32
As 9.1791 11.0227 10.5226 -0.1 0.2 0.1 1.13
C 7.2901 11.1264 9.9921 0.2 -0.8 1.1 -0.37
C 9.6709 9.2433 9.7735 0.3 0.1 0.2 -0.35
C 9.9561 9.0377 8.2852 0.0 -0.3 -0.1 -0.64
C 10.3417 7.5532 8.1436 1.7 1.2 -0.2 -0.08
C 11.2129 9.7868 7.7596 -0.3 0.3 0.9 -0.32
As 11.2868 11.7354 7.4960 0.4 0.2 -0.2 1.10
C 13.1798 11.8751 6.9281 -1.2 -0.6 0.1 -0.23
C 10.5585 11.9144 5.7242 -0.6 0.3 0.2 -0.32
C 8.7062 9.3884 7.4683 0.1 0.1 -0.1 -0.38
As 6.9720 8.4368 7.4761 0.0 -0.6 0.3 1.14
C 7.4653 6.8372 6.4134 0.8 0.6 0.1 -0.36
C 6.7907 7.3638 9.1511 0.3 0.7 0.1 -0.35
H 8.0270 9.4074 12.1480 -0.1 0.0 -0.2 0.01
H 8.0286 11.0504 12.8057 -0.2 0.4 0.1 0.02
H 9.4838 10.1089 12.8818 0.1 0.1 0.1 -0.03
H 6.8126 10.1566 10.1898 0.1 0.1 -0.2 0.00
H 7.1630 11.4812 9.0137 -0.2 0.4 -1.3 -0.08
H 6.8287 11.8383 10.6656 0.0 0.3 0.1 0.02
H 8.8673 8.5858 10.0741 -0.4 -0.2 0.0 0.03
H 10.5353 8.8607 10.3280 0.1 0.3 0.1 0.08
H 11.3056 7.4261 8.6963 -0.7 -0.2 -0.4 0.10
H 10.5366 7.3406 7.0884 -0.1 -0.3 0.1 0.08
H 9.6023 6.9302 8.5640 -0.8 -0.9 0.3 0.03
H 11.5301 9.3366 6.8306 0.1 -0.2 -0.5 0.07
H 12.0160 9.6355 8.4896 0.0 -0.2 -0.1 0.06
H 13.2767 11.5264 5.9092 0.1 0.0 -0.3 0.02
H 13.7474 11.2419 7.5829 0.6 0.0 0.4 0.02
H 13.3958 12.9208 7.0341 0.5 0.4 0.0 0.01
H 10.9265 11.0969 5.1210 0.2 -0.2 -0.3 0.01
H 10.8923 12.8895 5.3541 -0.2 -0.2 0.0 0.03
H 9.4701 11.8765 5.8041 0.1 0.2 -0.2 0.00
H 8.8987 9.3435 6.3972 0.3 0.0 -0.3 0.06
H 8.4694 10.4340 7.6634 -0.2 0.2 0.0 0.02
H 7.4784 7.0690 5.3511 0.3 0.0 -0.1 0.01
H 6.7417 6.0732 6.5581 -0.9 -0.6 0.2 -0.01
H 8.4195 6.4395 6.7790 -0.1 0.1 -0.4 0.00
H 6.3992 8.0821 9.8862 0.4 -0.5 0.1 -0.01
H 7.6932 6.8159 9.5062 -0.7 0.5 -0.2 0.02
H 5.9892 6.6732 8.9200 -0.1 -0.3 0.0 -0.01
C 7.2001 17.0420 12.5553 0.4 -0.6 -0.7 -0.07
C 8.6933 16.9933 12.9149 0.0 0.4 0.3 -0.23
N 9.5838 16.6123 11.8463 0.0 0.1 0.1 -0.07
C 10.0999 17.6732 10.9853 0.1 -0.2 -0.2 -0.21
C 9.4708 17.6984 9.6105 -0.3 -0.6 0.3 -0.06
C 9.9227 15.3040 11.6317 -0.6 0.7 -0.4 -0.39
C 9.1407 14.1999 12.2730 0.4 0.0 -0.9 -0.02
N 10.7961 14.9830 10.7525 0.7 0.0 -0.8 0.07
H 6.6016 17.1789 13.4344 -0.3 0.6 0.6 0.05
H 6.8609 16.0669 12.1764 0.3 0.2 -0.2 0.08
H 6.9817 17.7976 11.7905 0.0 -0.1 0.3 0.07
H 8.8541 16.3050 13.7348 -0.1 -0.1 0.2 0.10
H 9.0563 17.9671 13.2850 -0.3 -0.2 -0.1 0.11
H 11.1675 17.5273 10.8558 0.4 0.2 0.2 0.11
H 9.9549 18.6379 11.4519 0.0 0.1 0.6 0.11
H 9.7720 16.7736 9.1274 -0.3 0.0 -0.6 0.03
H 9.7873 18.5606 9.0398 0.2 0.2 -0.2 0.07
H 8.3870 17.7022 9.7105 -0.1 0.0 -0.2 0.07
H 8.5276 14.4340 13.1038 -0.5 0.5 0.8 0.06
H 9.8302 13.4347 12.5829 0.3 -0.6 0.1 0.05
H 8.4951 13.8228 11.4720 0.0 -0.1 -0.1 0.05
H 11.2730 15.7650 10.2750 -0.4 -0.5 0.6 0.06
C 14.3808 11.6624 15.0096 0.8 0.4 -0.8 -0.23
Si 12.6228 12.3201 14.7258 -0.2 0.1 0.6 0.28
C 11.9700 12.4922 16.5222 0.0 -0.3 0.4 -0.24
C 12.7575 14.1163 14.1238 0.3 0.5 1.1 -0.19
C 11.4780 11.4188 13.7187 -0.1 -0.3 0.1 -0.29
H 14.9827 12.2564 15.7301 -0.2 -0.2 -0.4 0.01
H 14.8476 11.6703 13.9980 0.1 0.3 0.5 0.01
H 14.4322 10.6154 15.2827 -0.3 -0.3 0.4 0.00
H 12.6223 13.0696 17.1967 0.0 -0.1 -0.2 0.00
H 11.7568 11.5315 17.0258 0.2 0.1 -0.3 0.01
H 11.0082 12.9875 16.4682 -0.3 0.3 0.0 -0.01
H 13.3219 14.7967 14.8186 -0.5 -0.6 -0.4 0.03
H 11.7246 14.4699 14.0400 0.1 0.1 0.0 0.00
H 13.2171 14.2206 13.1592 0.2 -0.1 -0.7 0.00
H 11.6540 11.5010 12.6517 0.0 0.1 -0.3 -0.09
H 11.4290 10.3545 13.9812 -0.1 -0.1 0.1 -0.08
Se 8.6427 13.8564 8.2784 0.3 -0.2 0.3 -0.09
```
Forces are in eV/Å.

Charge = -2
Energy = -12336.64851 a.u.
Max |F| = 0.040 Eh/bohr
HOMO-LUMO gap (alpha / beta) = 3.96 / 4.53 eV
LUMO level (alpha / beta) = 4.12 / 4.12 eV
2S+1 = 5
Highest occupied orbital energy (alpha / beta) = 0.159 / -0.412 eV
Expectation value of S² = 6.11